Entry 1:
{"formula": "ClIO2V", "method": "ωB97M-V/def2-TZVPD", "charge": -1, "total_energy_ev": -50404.078, "orbital_gap_ev": 3.493, "de_lowest_kj_mol": 528.5, "species": ["I", "V", "Cl", "O", "O"], "coordinates": [[-3.3301, -3.5710, -1.9220], [0.1699, -0.2456, 0.0266], [2.6350, 4.1148, -0.0776], [1.2533, -0.9248, 0.9411], [-0.7281, 0.6266, 1.0318]], "forces_ev_per_a": [[0.5, 0.4, 0.2], [-0.8, 1.4, 3.2], [-0.2, -0.5, -0.1], [-1.1, 0.5, -1.2], [1.6, -1.8, -2.2]]}


Entry 2:
{"formula": "ClN3O2", "method": "ωB97M-V/def2-TZVPD", "smiles": "N#[N+][O-].O=NCl", "total_energy_ev": -21083.306, "orbital_gap_ev": 9.822, "de_lowest_kj_mol": 0.0, "species": ["Cl", "O", "O", "N", "N", "N"], "coordinates": [[1.3047, -2.0207, -1.2919], [-0.4152, 3.0522, -0.3216], [0.3065, -1.5694, 1.0049], [-0.6021, 1.9511, 0.0286], [-0.8825, 0.9434, 0.3669], [0.2886, -2.3567, 0.2131]], "forces_ev_per_a": [[0.7, 0.4, -0.8], [0.6, 0.9, -0.4], [0.3, 1.7, 1.4], [-0.4, 1.3, -0.3], [-0.2, -2.2, 0.7], [-1.0, -2.1, -0.6]]}


Entry 3:
{"formula": "ClNO2S", "method": "ωB97M-V/def2-TZVPD", "total_energy_ev": -28936.670, "orbital_gap_ev": [6.999, 7.001], "de_lowest_kj_mol": 267.0, "species": ["Cl", "S", "O", "O", "N"], "coordinates": [[-2.5333, 0.0699, -1.4142], [-0.1883, 1.1336, -0.1161], [0.3991, -1.3244, 0.1794], [1.6441, 0.3140, 0.9473], [0.6784, -0.1931, 0.4036]], "forces_ev_per_a": [[2.4, 1.0, 1.3], [-3.1, 0.4, -1.6], [0.4, -0.3, 0.5], [0.6, -0.1, 0.5], [-0.3, -1.0, -0.7]]}


Entry 4:
{"formula": "ClNO7Rb", "method": "ωB97M-V/def2-TZVPD", "charge": -1, "total_energy_ev": -28988.714, "orbital_gap_ev": 4.240, "de_lowest_kj_mol": 370.1, "species": ["Rb", "Cl", "O", "O", "O", "O", "O", "O", "O", "N"], "coordinates": [[2.1387, -1.3003, 4.1259], [-1.2723, 1.1805, -1.3580], [1.8036, -0.3744, 1.2980], [-0.1053, -1.3299, 1.0838], [-0.2745, 0.2403, -1.8845], [-1.9000, 1.3638, -2.4602], [-0.6639, 2.3138, -0.7336], [1.3931, -1.5521, -0.3836], [-2.1155, 0.5559, -0.3261], [0.9961, -1.0975, 0.6384]], "forces_ev_per_a": [[-0.4, 0.4, -1.2], [7.4, -6.3, 10.6], [1.0, 0.9, 2.1], [-1.9, -0.5, 1.3], [1.7, -0.3, 2.5], [-10.0, 5.3, -12.1], [0.3, 1.2, -0.3], [0.8, -1.5, -2.7], [0.3, 0.5, -0.8], [0.8, 0.4, 0.6]]}


Entry 5:
{"formula": "ClO2S2", "method": "ωB97M-V/def2-TZVPD", "charge": -1, "total_energy_ev": -38287.980, "orbital_gap_ev": 3.446, "de_lowest_kj_mol": 180.2, "species": ["Cl", "S", "S", "O", "O"], "coordinates": [[4.6345, -0.4000, -0.9822], [-0.5549, -1.5450, -0.1975], [-1.2185, 0.1304, 0.4295], [-2.4353, 0.6366, -0.2292], [-0.4259, 1.1780, 0.9794]], "forces_ev_per_a": [[-0.1, 0.0, 0.0], [-0.2, 0.7, 1.1], [-1.3, 1.3, -3.9], [1.0, -1.3, 1.5], [0.5, -0.6, 1.2]]}


Entry 6:
{"formula": "ClO4Pb", "method": "ωB97M-V/def2-TZVPD", "charge": 1, "total_energy_ev": -25941.704, "orbital_gap_ev": 5.284, "de_lowest_kj_mol": 95.1, "species": ["Pb", "Cl", "O", "O", "O", "O"], "coordinates": [[-2.6258, 1.1233, -1.0426], [0.5404, -0.2614, 0.1858], [0.8200, -0.9795, 1.3835], [1.7043, 0.4230, -0.2551], [0.0150, -1.0773, -0.8873], [-0.4539, 0.7720, 0.6157]], "forces_ev_per_a": [[2.7, -0.9, 1.5], [3.6, -1.3, 0.9], [-0.7, -0.2, -0.7], [-0.6, 0.3, -0.3], [-1.4, 0.6, 0.2], [-3.6, 1.5, -1.5]]}


Entry 7:
{"formula": "ClO4Ti", "method": "ωB97M-V/def2-TZVPD", "total_energy_ev": -43813.899, "orbital_gap_ev": [5.148, 5.573], "spin_multiplicity": 4, "de_lowest_kj_mol": 312.5, "species": ["Ti", "Cl", "O", "O", "O", "O"], "coordinates": [[-0.2436, 0.7766, -4.0141], [0.0299, -0.1279, 0.8289], [-1.1866, -0.9368, 0.5119], [-0.0383, 0.6397, 2.0456], [1.1115, -0.9500, 1.0034], [0.3271, 0.5984, -0.3756]], "forces_ev_per_a": [[0.1, -0.1, 0.9], [-2.9, -1.1, -0.1], [1.1, 1.6, 1.1], [-1.5, 1.0, -0.9], [3.7, -3.8, 0.6], [-0.5, 2.5, -1.5]]}


Entry 8:
{"formula": "ClZn", "method": "ωB97M-V/def2-TZVPD", "charge": 1, "total_energy_ev": -60931.131, "orbital_gap_ev": 7.540, "de_lowest_kj_mol": 16.8, "species": ["Zn", "Cl"], "coordinates": [[2.7265, -8.4095, -13.5077], [4.1560, -7.1126, -12.4261]], "forces_ev_per_a": [[1.4, 1.2, 1.0], [-1.4, -1.2, -1.0]]}